DFT (wB97M-V/def2-TZVPD) results for a cluster of 5 separate species, C29H59INO10 in total.

Structure (XYZ):
```
100
Properties=species:S:1:pos:R:3:forces:R:3
C 0.051 0.484 2.173 -0.558 -0.235 -0.717
C -1.452 -0.232 2.265 0.347 0.251 0.191
C -2.025 -0.257 3.818 0.270 -0.625 -0.275
C -3.464 -1.093 3.930 0.674 0.047 -0.392
C -3.331 -2.630 3.297 0.083 -2.871 -1.153
C -1.908 -3.464 3.468 -3.076 -0.278 -1.400
N -1.682 -4.888 2.916 -4.569 2.233 -0.852
C -0.358 -5.620 3.044 1.410 -0.204 1.808
I 0.205 -6.743 1.200 -0.593 0.548 1.062
C 0.934 -4.666 3.368 1.036 0.472 -0.440
C 1.239 -3.521 2.198 -1.075 1.125 0.656
C -2.857 -5.592 2.209 -2.312 3.144 0.429
C -4.339 -4.868 1.964 3.180 2.396 2.061
C -4.580 -3.336 2.505 3.197 -2.330 1.205
C -6.021 -2.603 2.222 -2.594 2.381 -5.941
O -6.262 -2.255 0.928 1.852 -2.390 8.375
O -7.062 -2.301 3.216 2.836 -0.290 -3.228
H -0.050 1.358 1.383 0.500 -1.671 1.847
H 0.435 0.874 3.218 -0.821 -0.732 -2.208
H 0.807 -0.308 1.722 -1.495 1.773 1.074
H -1.315 -1.305 1.806 -0.571 2.003 1.012
H -2.223 0.359 1.581 1.613 -1.303 1.504
H -1.225 -0.747 4.555 -1.628 1.058 -1.586
H -2.174 0.848 4.180 0.099 -2.186 -0.610
H -3.809 -1.188 5.064 0.643 0.197 -2.547
H -4.238 -0.447 3.296 1.421 -1.816 1.406
H -1.064 -2.865 4.063 -1.824 -1.973 -1.666
H -0.472 -6.399 3.934 0.155 1.566 -2.130
H 0.876 -4.130 4.431 -0.103 -1.336 -2.268
H 1.903 -5.354 3.384 -2.418 1.170 0.163
H 2.382 -3.353 1.999 -2.338 -0.650 0.327
H 0.622 -3.706 1.205 1.544 0.205 2.011
H 0.833 -2.482 2.622 0.909 -2.134 -0.997
H -2.792 -6.701 1.789 0.470 2.736 1.193
H -5.213 -5.411 1.390 2.201 1.043 1.317
H -7.747 -1.744 2.700 1.534 -1.253 0.736
C -0.303 4.363 9.097 0.153 0.017 0.037
O 0.161 3.026 8.950 -0.564 -0.090 -0.192
C -0.913 2.080 8.900 0.582 0.001 -0.238
C -1.186 1.623 7.465 -0.429 0.428 0.287
O -1.705 2.693 6.669 0.463 -0.202 -0.014
C -0.715 3.258 5.815 -0.266 0.133 0.048
H 0.534 5.039 8.906 -0.039 -0.184 0.053
H -1.105 4.596 8.391 0.020 -0.046 0.059
H -0.655 4.521 10.121 -0.069 0.086 -0.047
H -1.819 2.495 9.360 0.076 -0.030 -0.174
H -0.602 1.214 9.493 -0.040 -0.011 -0.029
H -1.953 0.842 7.486 -0.009 -0.031 0.043
H -0.284 1.197 7.009 0.017 0.119 0.086
H -0.507 2.572 4.988 0.155 0.002 -0.066
H 0.208 3.482 6.354 0.001 -0.068 0.008
H -1.110 4.191 5.403 -0.051 -0.171 0.080
C 1.675 -0.639 -1.169 -0.167 -0.117 0.011
O 0.265 -0.792 -1.287 0.270 0.237 -0.073
C -0.359 0.354 -1.878 -0.246 -0.455 -0.226
C -0.703 0.104 -3.348 0.342 0.500 0.005
O 0.479 -0.026 -4.143 -0.194 -0.392 0.345
C 0.773 -1.384 -4.455 0.168 0.181 -0.177
H 2.106 -1.613 -0.925 -0.126 0.053 -0.009
H 2.125 -0.284 -2.101 -0.055 0.005 0.061
H 1.904 0.060 -0.358 0.133 0.079 -0.045
H 0.275 1.243 -1.768 -0.048 -0.136 -0.103
H -1.286 0.533 -1.323 -0.025 0.034 -0.038
H -1.251 0.970 -3.732 0.026 -0.034 0.117
H -1.347 -0.777 -3.457 0.134 0.002 0.106
H 0.070 -1.749 -5.210 0.011 -0.124 0.041
H 0.733 -2.022 -3.570 -0.071 0.002 0.035
H 1.784 -1.429 -4.869 -0.218 0.070 0.045
C -0.756 6.458 -4.509 0.127 0.097 0.033
O -0.292 6.349 -3.168 -0.403 -0.429 -0.023
C -1.185 5.592 -2.343 0.630 0.075 0.026
C -0.665 4.170 -2.119 -0.501 0.078 -0.433
O -0.681 3.414 -3.334 0.293 0.299 0.283
C 0.613 3.305 -3.918 -0.082 -0.090 -0.175
H 0.061 6.845 -5.124 -0.060 -0.009 0.183
H -1.065 5.489 -4.912 -0.008 0.048 0.057
H -1.593 7.162 -4.554 -0.042 -0.052 -0.097
H -2.195 5.580 -2.772 0.148 -0.107 0.003
H -1.238 6.105 -1.377 -0.015 -0.044 0.005
H -1.333 3.660 -1.418 -0.028 0.024 0.049
H 0.339 4.183 -1.679 -0.046 0.094 -0.105
H 1.221 2.604 -3.338 0.125 0.036 -0.080
H 1.116 4.272 -3.976 -0.037 0.024 0.076
H 0.499 2.912 -4.932 -0.072 -0.034 0.204
C 3.605 -0.578 -6.660 0.038 -0.156 -0.015
O 3.776 -1.894 -7.174 0.074 0.379 -0.233
C 3.844 -1.915 -8.604 0.319 -0.384 0.270
C 5.288 -2.067 -9.091 -0.245 0.582 -0.104
O 6.065 -0.906 -8.780 -0.124 -0.417 0.339
C 6.907 -1.108 -7.650 0.041 0.208 -0.198
H 3.783 -0.605 -5.582 -0.008 -0.084 -0.119
H 4.308 0.129 -7.111 -0.052 -0.058 -0.009
H 2.579 -0.243 -6.839 0.019 0.146 0.004
H 3.378 -1.018 -9.030 0.162 -0.061 0.058
H 3.267 -2.783 -8.937 0.032 0.024 -0.027
H 5.282 -2.163 -10.181 -0.028 -0.029 0.030
H 5.750 -2.970 -8.675 -0.103 0.100 0.051
H 7.746 -1.754 -7.926 0.013 -0.048 0.121
H 6.363 -1.544 -6.809 -0.027 -0.057 -0.022
H 7.302 -0.137 -7.339 -0.075 -0.086 -0.157
```
Positions in Å, forces in eV/Å.

The value obtained for the HOMO-LUMO gap is 5.16 eV. The energy is -2244.3678 a.u. As for the charge: +1.


DFT (wB97M-V/def2-TZVPD) results for a cluster of 5 separate species, C29H59N9O6 in total.

Structure (XYZ):
```
103
Properties=species:S:1:pos:R:3:forces:R:3
C 3.776 -0.779 4.506 -0.463 0.518 -0.514
C 3.357 0.752 4.175 0.649 -0.256 0.674
C 2.180 1.259 5.129 -0.168 -0.364 -0.897
C 0.713 1.083 4.516 -0.248 -0.113 0.544
C -0.264 0.757 5.761 0.467 0.931 -0.760
C -1.811 0.943 5.427 -0.144 -0.560 0.106
C -2.257 0.442 3.981 -0.925 -0.733 0.379
C -3.815 0.825 3.734 0.559 0.763 0.790
C -4.010 1.974 2.641 0.633 -0.591 0.115
C -3.964 1.486 1.121 -0.960 1.259 -0.247
C -5.369 0.910 0.577 0.957 -0.679 -0.408
C -5.650 -0.611 0.982 -0.406 -0.056 -1.804
C -4.471 -1.567 0.420 -0.102 0.380 2.040
C -3.574 -1.986 1.704 0.379 -0.794 -2.019
C -2.881 -3.399 1.384 0.885 -0.619 -0.004
C -1.309 -3.327 1.205 1.504 0.155 1.613
C -0.447 -3.347 2.315 -0.521 0.336 -2.856
C 1.114 -3.321 2.069 0.843 -0.441 1.950
O 1.841 -3.585 3.047 -1.457 0.756 -2.452
C 1.783 -3.027 0.658 -2.336 0.143 -2.121
C 3.335 -2.827 0.441 -0.452 -0.227 1.372
C 3.844 -1.329 0.622 0.499 0.161 -0.919
C 3.440 -0.330 -0.555 0.703 0.990 0.640
C 4.521 0.875 -0.564 0.207 -0.391 0.261
N 4.078 2.018 0.330 1.327 -0.191 -0.623
C 0.894 -2.990 -0.445 0.425 -0.223 2.024
C -0.662 -3.232 -0.250 -1.152 -0.435 -0.446
O -1.450 -3.396 -1.211 2.407 0.703 1.930
H 3.327 -1.446 3.709 0.598 0.510 1.075
H 4.910 -0.888 4.479 -1.534 0.001 0.149
H 3.346 -1.107 5.515 0.819 0.454 -1.376
H 3.094 0.846 3.071 0.181 0.012 1.398
H 4.285 1.400 4.357 -1.306 -0.776 -0.283
H 2.332 2.356 5.374 -0.200 -1.346 -0.094
H 2.216 0.628 6.078 0.093 1.031 -1.054
H 0.382 2.031 3.964 0.450 -1.224 0.873
H 0.641 0.242 3.740 0.322 1.011 1.134
H 0.057 1.483 6.586 -0.639 -0.989 -0.952
H 0.008 -0.285 6.132 -0.601 1.188 -0.514
H -2.184 2.014 5.565 0.826 -1.233 -0.178
H -2.392 0.312 6.188 0.613 0.934 -1.023
H -1.620 0.837 3.131 -0.661 -0.366 1.087
H -2.174 -0.703 3.990 0.093 1.526 -0.180
H -4.462 -0.087 3.555 0.863 1.157 0.016
H -4.162 1.272 4.732 0.285 -0.682 -1.312
H -4.980 2.513 2.892 1.133 -0.597 -0.669
H -3.150 2.725 2.770 -1.239 -0.968 0.008
H -3.088 0.788 0.885 -1.260 0.780 0.548
H -3.772 2.426 0.491 -0.218 -1.381 0.813
H -5.269 0.920 -0.566 -0.267 0.003 1.538
H -6.250 1.578 0.825 1.171 -0.660 -0.033
H -6.598 -0.934 0.421 1.098 0.549 0.876
H -5.863 -0.776 2.081 0.454 0.248 -1.261
H -3.804 -1.003 -0.311 -0.997 -0.811 0.779
H -4.876 -2.514 -0.057 0.381 1.275 0.508
H -4.201 -2.115 2.638 0.831 0.440 -1.155
H -2.760 -1.203 1.789 -1.097 -0.905 0.478
H -3.090 -4.104 2.261 0.441 0.855 -1.254
H -3.290 -3.895 0.435 0.424 0.854 1.390
H -0.869 -3.390 3.374 1.039 -0.055 -1.546
H 3.609 -3.223 -0.587 -0.368 0.568 1.248
H 3.873 -3.451 1.240 -0.811 0.723 -1.202
H 3.551 -0.840 1.601 0.155 -0.882 -1.020
H 4.992 -1.380 0.629 -1.591 -0.083 0.039
H 3.440 -0.787 -1.592 -0.104 0.200 1.311
H 2.424 0.147 -0.327 1.371 -0.720 -0.607
H 5.531 0.536 -0.135 -1.341 -0.066 -0.919
H 4.741 1.229 -1.622 -0.603 -0.296 1.304
H 4.529 2.865 -0.062 -0.561 -0.541 0.400
H 4.594 1.868 1.212 -0.624 0.250 -0.436
H 1.274 -2.821 -1.508 -0.724 -0.312 1.586
C -3.477 2.131 -2.672 0.189 0.121 0.257
O -3.877 2.960 -1.867 -0.097 0.027 -0.092
N -4.238 1.691 -3.709 -0.644 -0.062 -0.408
N -2.243 1.577 -2.600 0.298 -0.105 0.288
H -3.930 1.012 -4.380 0.047 0.051 0.064
H -5.162 2.079 -3.796 0.149 -0.051 0.009
H -1.649 1.877 -1.845 0.071 -0.061 -0.212
H -1.896 0.894 -3.250 0.106 0.060 0.037
C 1.322 1.845 -3.982 0.107 -0.347 -0.420
O 0.905 1.350 -2.937 -0.159 -0.122 0.290
N 1.654 1.097 -5.052 0.170 -0.323 0.042
N 1.482 3.183 -4.148 -0.025 0.722 0.431
H 1.998 1.475 -5.921 0.080 -0.015 0.013
H 1.543 0.101 -4.962 -0.161 0.122 -0.317
H 1.243 3.774 -3.370 0.000 -0.086 -0.127
H 1.820 3.603 -4.994 -0.040 -0.184 -0.036
C -0.754 -1.831 -4.931 0.178 0.154 -0.033
O -0.328 -1.204 -5.895 -0.016 -0.152 0.140
N -1.624 -2.865 -5.057 -0.446 -0.423 -0.378
N -0.396 -1.545 -3.652 0.356 0.354 0.225
H -1.984 -3.390 -4.280 0.087 0.082 0.042
H -1.915 -3.109 -5.989 0.054 0.038 0.138
H 0.248 -0.780 -3.509 -0.189 0.126 0.209
H -0.737 -2.052 -2.852 -0.105 -0.131 -0.009
C 4.577 2.193 -7.148 -0.070 -0.061 0.001
O 3.356 2.119 -7.201 0.030 0.137 -0.009
N 5.226 3.322 -6.770 -0.046 0.559 0.188
N 5.384 1.150 -7.463 0.018 -0.549 -0.177
H 6.224 3.403 -6.720 -0.067 -0.033 -0.014
H 4.659 4.118 -6.528 0.117 -0.097 -0.045
H 4.938 0.294 -7.749 0.072 0.117 0.038
H 6.386 1.188 -7.427 -0.070 0.032 0.004
```
Positions in Å, forces in eV/Å.

The value obtained for the HOMO-LUMO gap is 8.09 eV. The energy is -2084.6332 a.u. As for the SMILES: CCCCCCCCCCCCCCCC1=CC(=O)C(CCCCN)=CC1=O.NC(N)=O.NC(N)=O.NC(N)=O.NC(N)=O.